Molecular formula: C15H25BrO6
Method: DFT, ωB97M-V/def2-TZVPD

XYZ file:
```
47
Properties=species:S:1:pos:R:3
C 0.36 1.33 -0.92
C 1.33 0.18 -0.63
C 1.20 -0.98 -1.65
C 0.64 -2.34 -1.14
C -0.04 -2.38 0.24
C -1.26 -1.50 0.46
O -1.58 -1.64 1.89
C -2.59 -2.51 2.03
O -3.10 -2.83 3.05
O -2.96 -2.98 0.78
C -2.59 -1.99 -0.13
Br -3.89 -0.44 0.12
C -2.70 -2.45 -1.56
C -2.53 -1.37 -2.62
O -3.74 -1.30 -3.38
C -3.66 -0.41 -4.41
O -3.85 -0.71 -5.55
H 0.20 1.99 -0.07
H -0.60 0.89 -1.21
H 0.71 1.89 -1.79
H 1.27 -0.16 0.41
H 2.34 0.59 -0.74
H 0.59 -0.62 -2.48
H 2.19 -1.17 -2.07
H -0.04 -2.74 -1.90
H 1.46 -3.06 -1.11
H 0.70 -2.14 1.00
H -0.35 -3.41 0.43
H -1.08 -0.44 0.31
H -3.69 -2.91 -1.67
H -1.97 -3.25 -1.72
H -2.29 -0.40 -2.18
H -1.71 -1.64 -3.30
H -3.43 0.62 -4.07
C 3.02 2.53 3.62
C 2.99 4.01 3.26
C 3.09 3.96 1.75
O 2.45 2.75 1.34
C 2.22 1.92 2.48
H 2.60 2.31 4.60
H 4.05 2.16 3.61
H 2.03 4.45 3.56
H 3.79 4.59 3.72
H 4.14 3.93 1.42
H 2.60 4.80 1.25
H 1.15 1.92 2.71
H 2.52 0.90 2.25
```

E_tot	-98287.34672	eV
structure (SMILES)	CCCCC[C@@H]1OC(=O)O[C@]1(Br)CCOC=O.C1CCOC1
HOMO energy	-9.81	eV
molar mass	381.26	g/mol
LUMO	0.5	eV

Molecular formula: C49H42ClN2P3S3Tb
Method: DFT, ωB97M-V/def2-TZVPD

XYZ file:
```
101
Properties=species:S:1:pos:R:3
Tb -0.27 0.62 0.58
S 2.26 1.29 1.77
P 3.03 -0.22 0.55
C 1.59 -0.93 -0.12
P 0.89 -1.33 -1.65
S -0.60 -0.08 -2.16
C 1.99 -1.55 -3.02
C 2.72 -2.75 -3.13
C 3.76 -2.83 -4.04
C 4.04 -1.79 -4.91
C 3.28 -0.61 -4.84
C 2.24 -0.52 -3.91
C 0.02 -2.91 -1.57
C -0.21 -3.68 -2.73
C -1.12 -4.71 -2.73
C -1.66 -5.10 -1.49
C -1.30 -4.45 -0.33
C -0.32 -3.44 -0.35
C 4.24 0.34 -0.68
C 5.58 -0.06 -0.73
C 6.58 0.70 -1.38
C 6.23 1.85 -2.05
C 4.89 2.29 -2.08
C 3.93 1.55 -1.39
C 4.04 -1.27 1.59
C 4.77 -0.76 2.67
C 5.60 -1.57 3.49
C 5.84 -2.89 3.03
C 5.07 -3.43 2.02
C 4.10 -2.63 1.39
H 2.35 -3.59 -2.52
H 4.34 -3.72 -4.00
H 4.86 -1.88 -5.58
H 3.60 0.26 -5.50
H 1.56 0.38 -3.98
H 0.09 -3.26 -3.72
H -1.35 -5.35 -3.58
H -2.39 -5.88 -1.40
H -1.70 -4.76 0.61
H 0.09 -3.07 0.62
H 5.93 -0.92 -0.16
H 7.60 0.38 -1.29
H 6.99 2.35 -2.62
H 4.49 3.23 -2.54
H 2.90 1.90 -1.44
H 4.55 0.31 2.91
H 6.11 -1.06 4.31
H 6.57 -3.52 3.52
H 5.19 -4.47 1.72
H 3.34 -3.11 0.74
Cl -0.63 3.23 1.76
C -2.09 4.24 1.29
C -2.30 5.48 1.95
C -3.40 6.28 1.54
C -4.15 5.97 0.39
C -3.86 4.77 -0.32
C -3.04 3.80 0.30
P -3.00 2.15 -0.38
C -4.66 1.57 -0.20
C -5.08 0.40 -0.86
C -6.32 -0.16 -0.61
C -7.11 0.27 0.43
C -6.67 1.44 1.07
C -5.55 2.17 0.74
C -2.79 2.56 -2.13
C -1.80 3.54 -2.54
C -1.58 3.76 -3.91
C -2.60 3.35 -4.83
C -3.65 2.62 -4.38
C -3.74 2.15 -3.05
H -1.66 5.70 2.78
H -3.58 7.18 2.09
H -4.90 6.73 0.11
H -4.25 4.73 -1.33
H -4.42 -0.10 -1.57
H -6.63 -1.03 -1.21
H -7.95 -0.31 0.81
H -7.26 1.88 1.90
H -5.37 3.15 1.21
H -1.26 4.09 -1.77
H -0.63 4.17 -4.34
H -2.51 3.67 -5.89
H -4.43 2.27 -5.05
H -4.62 1.57 -2.72
C 1.65 -0.62 4.99
C 0.29 -1.15 4.53
C -0.65 -1.45 5.53
C -1.86 -2.07 5.16
N -2.25 -2.08 3.88
C -1.49 -1.53 2.95
S -2.10 -1.32 1.34
N -0.20 -1.18 3.20
C -2.83 -2.71 6.12
H 2.04 -1.23 5.86
H 1.48 0.47 5.18
H 2.26 -0.73 4.12
H -0.33 -1.31 6.55
H 0.50 -1.07 2.38
H -3.49 -1.97 6.57
H -2.37 -3.35 6.90
H -3.46 -3.36 5.54
```

E_tot	-149799.41305	eV
net charge	+1
ΔE to the lowest compared entry with this formula, charge and spin	14.4	kcal per mole
2S+1	7
HOMO energy (spin up / spin down)	-9.60 / -9.64	eV
molar mass	1042.39	g/mol
LUMO (spin up / spin down)	-2.9 / -2.8	eV